(1)
Entry from the OMol25 dataset: a structure of composition C28H29N4O8PtS2 (the ωB97M-V functional and the def2-TZVPD basis).

## Properties
E_HOMO, eV: -4.916
Electronic energy, a.u.: -2821.18442
Net charge: -1

Structure (XYZ):
```
72
Properties=species:S:1:pos:R:3:forces:R:3
Pt 0.232 -0.045 -0.095 -0.71 -0.09 -1.96
C 3.672 -3.514 -5.934 0.00 0.01 0.00
C 3.582 -2.884 -4.570 0.01 -0.01 0.00
C 4.580 -2.036 -4.107 0.00 0.01 -0.01
C 4.512 -1.483 -2.835 -0.01 -0.01 -0.01
C 3.431 -1.782 -2.024 0.05 -0.07 0.02
C 2.419 -2.628 -2.462 -0.01 0.03 -0.03
C 2.503 -3.168 -3.733 -0.01 0.00 0.00
S 3.320 -1.090 -0.400 0.02 0.00 -0.14
O 2.717 -2.077 0.437 0.01 -0.02 0.02
O 4.631 -0.611 -0.048 -0.03 0.08 -0.05
N 2.249 0.129 -0.592 0.16 -0.09 0.79
C 2.676 1.443 -0.678 -0.07 -0.05 -0.17
C 3.949 1.937 -0.938 -0.10 -0.05 -0.02
C 4.194 3.316 -0.979 0.01 0.03 0.01
C 3.207 4.244 -0.785 0.02 -0.02 -0.02
C 1.892 3.792 -0.564 -0.02 -0.04 -0.05
C 0.802 4.670 -0.383 0.02 0.05 0.01
C -0.447 4.161 -0.209 -0.04 -0.02 -0.08
C -0.629 2.770 -0.198 0.12 -0.05 -0.17
N 0.363 1.910 -0.343 0.31 0.66 0.73
C 1.635 2.404 -0.524 -0.01 -0.02 -0.10
H 4.419 -3.016 -6.552 0.00 0.00 0.00
H 2.713 -3.470 -6.453 0.00 0.00 0.00
H 3.952 -4.567 -5.856 0.00 0.00 0.00
H 5.426 -1.809 -4.746 0.00 0.00 0.00
H 5.298 -0.840 -2.463 0.01 -0.01 0.00
H 1.582 -2.840 -1.807 0.00 0.01 0.00
H 1.717 -3.828 -4.083 0.00 0.00 0.00
H 4.770 1.258 -1.077 0.03 -0.01 0.00
H 5.209 3.647 -1.163 0.00 -0.01 -0.01
H 3.409 5.306 -0.809 0.00 0.00 0.00
H 0.978 5.739 -0.391 0.00 -0.01 -0.01
H -1.308 4.801 -0.081 -0.01 -0.01 0.02
H -1.615 2.365 -0.080 -0.07 -0.02 0.11
N -1.872 0.049 0.033 0.27 -0.45 0.45
C -2.461 0.398 1.344 -0.03 0.07 0.08
C -1.685 -0.260 2.513 0.17 0.00 -0.29
O -2.295 -0.334 3.587 -0.16 0.08 -0.01
O -0.513 -0.608 2.228 -0.20 -0.31 0.41
H -2.280 0.583 -0.725 0.01 -0.01 -0.03
H -2.102 -0.958 -0.131 -0.13 0.10 -0.17
H -3.504 0.088 1.406 0.00 -0.01 -0.10
H -2.418 1.477 1.506 -0.04 0.03 0.01
C 0.140 1.651 5.110 0.00 -0.02 0.00
C 0.690 0.280 4.834 0.08 -0.05 0.10
C -0.005 -0.853 5.234 0.04 0.02 0.14
C 0.436 -2.116 4.879 0.09 -0.02 0.03
C 1.590 -2.244 4.122 0.02 0.04 0.11
C 2.325 -1.127 3.746 -0.03 0.01 -0.04
C 1.870 0.127 4.111 0.00 -0.01 0.02
S 2.061 -3.823 3.498 -0.05 0.10 0.04
O 1.497 -4.835 4.352 -0.02 -0.03 -0.01
O 3.469 -3.795 3.233 0.04 -0.04 0.01
N 1.303 -3.938 2.056 -0.03 0.02 0.00
C -0.148 -4.114 2.064 0.00 -0.07 0.02
C -0.659 -4.248 0.627 0.07 0.03 -0.05
C -0.961 -2.894 0.004 -0.05 -0.03 -0.25
O -2.157 -2.595 -0.125 -0.04 0.18 0.04
O 0.032 -2.164 -0.372 0.19 0.07 0.74
H -0.615 1.624 5.894 0.00 0.00 0.00
H -0.341 2.036 4.207 -0.01 0.01 -0.01
H 0.928 2.349 5.401 0.00 0.01 -0.01
H -0.933 -0.742 5.779 0.04 -0.01 -0.03
H -0.115 -3.001 5.169 0.00 0.00 0.01
H 3.226 -1.252 3.160 0.00 0.00 -0.02
H 2.423 1.006 3.797 0.01 0.01 0.00
H 1.624 -3.194 1.436 0.02 -0.05 -0.05
H -0.672 -3.292 2.566 0.07 0.04 0.00
H -0.348 -5.034 2.612 -0.06 0.01 -0.01
H -1.599 -4.796 0.629 0.03 -0.04 0.00
H 0.081 -4.797 0.041 0.01 0.04 -0.03
```
Positions in Å, forces in eV/Å.

Atomic partial charges in e from the Mulliken method, atoms 1 to 2: Pt 1.2658; C -1.4289

---

(2)
Entry from the OMol25 dataset: a structure of composition C28H29N5OPdSi (the ωB97M-V functional and the def2-TZVPD basis).

## Properties
E_HOMO (alpha / beta), eV: -5.145 / -7.618
2S+1: 3
Electronic energy, a.u.: -1850.78776
Net charge: 0

Structure (XYZ):
```
65
Properties=species:S:1:pos:R:3:forces:R:3
Pd -0.012 0.243 0.005 0.32 -0.80 0.01
C -1.329 0.033 4.041 -0.13 0.00 -0.11
C -0.171 0.018 4.844 0.19 0.02 -0.11
C 1.044 0.052 4.237 -0.19 0.02 0.12
C 1.175 0.121 2.813 0.11 0.03 -0.18
N 0.026 0.187 2.061 0.13 0.11 -0.19
C -1.170 0.113 2.689 -0.20 -0.06 0.22
N 2.425 0.115 2.359 -0.07 0.01 0.05
C 2.799 0.072 1.087 0.09 0.00 0.08
N 2.009 -0.018 -0.025 -0.55 0.32 0.03
C 2.773 0.010 -1.160 0.05 0.00 -0.09
N 2.370 -0.006 -2.424 -0.04 0.06 -0.06
C 1.107 -0.029 -2.844 0.07 -0.01 0.23
C 0.935 -0.100 -4.262 -0.17 -0.01 -0.09
C -0.298 -0.167 -4.830 0.19 0.02 0.08
C -1.430 -0.186 -3.990 -0.11 -0.02 0.09
C -1.230 -0.097 -2.645 -0.26 0.00 -0.20
N -0.017 0.003 -2.053 0.12 0.13 0.25
C 4.156 0.050 -0.758 -0.09 0.00 0.31
C 5.343 0.050 -1.487 0.07 0.01 -0.03
C 6.530 0.088 -0.785 -0.02 0.00 -0.17
C 6.547 0.129 0.620 -0.02 0.01 0.17
C 5.376 0.133 1.351 0.08 0.01 0.04
C 4.172 0.090 0.652 -0.11 -0.02 -0.33
H -2.321 -0.015 4.467 0.00 0.01 -0.03
H -0.253 -0.023 5.923 0.04 -0.03 0.00
H 1.971 0.019 4.790 0.01 0.03 0.01
H -2.040 0.125 2.047 0.07 -0.02 -0.02
H 1.846 -0.104 -4.843 0.00 0.02 -0.02
H -0.412 -0.204 -5.906 0.03 -0.03 0.00
H -2.433 -0.251 -4.387 -0.01 0.01 0.03
H -2.085 -0.089 -1.978 0.05 0.05 0.05
H 5.318 0.024 -2.569 0.02 -0.01 0.01
H 7.471 0.088 -1.322 -0.01 0.00 0.00
H 7.500 0.160 1.133 -0.01 0.00 0.00
H 5.378 0.170 2.433 0.02 -0.02 -0.01
C -3.583 -3.237 -0.222 0.10 0.07 0.09
C -3.031 -1.876 0.154 -0.10 -0.15 -0.07
O -1.606 -1.828 0.079 -0.10 0.04 0.09
H -4.668 -3.243 -0.121 -0.01 -0.01 -0.04
H -3.171 -4.010 0.428 0.01 -0.01 -0.02
H -3.334 -3.476 -1.259 -0.03 -0.03 0.00
H -3.282 -1.637 1.188 -0.01 0.05 -0.02
H -3.469 -1.107 -0.493 0.02 0.03 0.05
H -1.317 -2.332 -0.689 0.04 0.01 -0.09
C -3.279 1.992 0.494 0.44 -0.43 -0.08
Si -1.431 2.142 0.044 -0.02 1.12 -0.03
C -0.673 3.332 1.311 -0.04 -0.37 -0.17
C -1.324 2.924 -1.680 -0.04 -0.26 0.35
C -0.082 3.209 -2.250 0.03 -0.02 0.04
C 0.013 3.739 -3.526 0.04 0.02 -0.04
C -1.140 4.000 -4.256 -0.03 0.00 0.00
C -2.383 3.738 -3.702 -0.01 0.01 -0.04
C -2.471 3.201 -2.425 -0.04 -0.01 0.09
H -3.732 2.981 0.397 0.09 0.05 -0.03
H -3.404 1.672 1.530 -0.03 0.04 -0.03
H -3.835 1.303 -0.146 0.00 0.02 0.00
H -1.178 4.298 1.244 -0.03 -0.01 -0.06
H 0.393 3.489 1.134 0.00 -0.01 -0.03
H -0.790 2.950 2.328 0.01 -0.01 -0.03
H 0.826 2.995 -1.694 0.02 -0.01 -0.04
H 0.984 3.943 -3.959 0.01 -0.01 0.02
H -1.069 4.408 -5.257 0.01 0.00 0.01
H -3.286 3.943 -4.265 0.01 0.01 0.00
H -3.449 2.996 -2.003 0.00 -0.01 -0.06
```
Positions in Å, forces in eV/Å.

Atomic partial charges in e from the Mulliken method, atoms 1 to 2: Pd 0.6054; C -1.2107

---

(3)
Entry from the OMol25 dataset: an isolated molecule of C28H29N5OS (the ωB97M-V functional and the def2-TZVPD basis).

## Properties
E_HOMO, eV: -8.015
Electronic energy, a.u.: -1831.64611
Net charge: 0

Structure (XYZ):
```
64
Properties=species:S:1:pos:R:3:forces:R:3
O -1.812 -0.798 -2.983 0.15 0.21 -0.15
C -1.889 -1.333 -1.890 0.06 -0.14 -0.03
N -3.069 -1.482 -1.238 -0.22 -0.12 -0.05
C -3.214 -1.824 0.157 0.18 0.14 0.48
H -2.262 -2.180 0.551 -0.19 -0.02 -0.04
C -3.687 -0.606 0.955 -0.33 -0.31 -0.17
H -3.833 -0.882 1.999 -0.01 0.02 0.07
H -2.921 0.169 0.910 0.08 0.06 0.02
C -5.001 -0.068 0.379 0.33 0.03 0.03
N -5.512 0.998 1.210 -0.24 0.08 -0.05
C -4.735 2.230 1.321 0.32 0.11 0.25
C -5.748 3.377 1.255 0.02 -0.11 0.06
H -5.839 3.742 0.231 0.00 0.03 -0.02
C -7.049 2.701 1.679 0.00 -0.08 -0.15
H -7.077 2.588 2.763 -0.05 -0.01 0.06
H -7.937 3.238 1.353 -0.05 0.01 0.04
C -6.914 1.334 1.021 -0.18 -0.07 0.04
H -7.539 0.571 1.493 -0.07 0.03 -0.09
H -7.197 1.401 -0.042 -0.03 0.00 0.02
H -5.473 4.211 1.897 0.03 0.06 -0.04
H -4.218 2.226 2.289 0.11 0.13 -0.14
H -3.977 2.325 0.538 0.02 -0.01 0.02
C -4.781 0.268 -1.109 -0.17 -0.23 0.24
H -5.711 0.609 -1.567 -0.02 0.05 -0.04
C -4.282 -0.975 -1.844 -0.07 0.25 -0.40
H -4.055 -0.742 -2.886 -0.11 -0.11 0.14
H -5.044 -1.762 -1.807 0.01 0.02 -0.02
H -4.037 1.058 -1.212 0.02 0.06 -0.03
H -5.751 -0.870 0.435 0.08 -0.04 -0.04
H -3.955 -2.629 0.244 0.07 -0.01 0.04
C -0.679 -1.913 -1.231 0.25 -0.02 -0.10
C -0.597 -3.273 -0.947 0.07 0.19 -0.01
C 0.563 -3.808 -0.427 0.08 0.00 0.01
C 1.672 -2.996 -0.177 -0.30 0.31 -0.19
C 1.591 -1.635 -0.467 0.10 0.09 0.06
C 0.430 -1.109 -0.999 -0.32 -0.20 -0.05
H 0.376 -0.058 -1.239 0.02 0.10 -0.05
H 2.447 -1.013 -0.274 -0.09 0.04 -0.03
N 2.803 -3.593 0.355 -0.17 -0.59 0.10
C 4.046 -3.102 0.599 0.63 0.13 0.14
N 4.353 -1.843 0.312 -0.15 0.01 -0.07
C 5.597 -1.441 0.576 0.13 -0.87 0.32
C 6.536 -2.306 1.142 -0.24 0.26 -0.15
C 6.106 -3.598 1.399 -0.06 0.14 -0.06
N 4.881 -4.006 1.133 -0.14 -0.30 0.06
H 6.765 -4.340 1.832 0.10 0.01 0.03
H 7.540 -1.983 1.360 0.11 -0.04 0.04
C 5.914 -0.070 0.237 0.19 0.92 -0.23
C 5.115 0.824 -0.408 0.17 -0.62 0.28
C 5.726 2.091 -0.597 0.48 0.32 0.10
C 5.213 3.237 -1.212 0.02 -0.02 0.01
C 5.990 4.369 -1.285 -0.15 0.04 -0.07
C 7.281 4.389 -0.754 0.15 -0.06 0.08
C 7.814 3.273 -0.143 0.06 0.15 -0.03
C 7.033 2.130 -0.068 -0.24 -0.32 0.00
S 7.476 0.609 0.646 -0.29 0.12 -0.15
H 8.811 3.282 0.269 0.11 0.05 0.03
H 7.871 5.291 -0.825 0.06 0.07 0.00
H 5.601 5.258 -1.759 -0.04 0.06 -0.04
H 4.215 3.217 -1.623 -0.11 0.04 -0.06
H 4.125 0.580 -0.745 -0.19 -0.09 -0.05
H 2.726 -4.577 0.580 0.07 0.21 -0.02
H 0.620 -4.867 -0.214 0.01 -0.12 0.01
H -1.441 -3.916 -1.150 -0.08 -0.07 0.01
```
Positions in Å, forces in eV/Å.

Atomic partial charges in e from the Mulliken method, atoms 1 to 2: O -0.6645; C 0.3712

---

(4)
Entry from the OMol25 dataset: a structure of composition C28H30Cl2N2PbS2Sb (the ωB97M-V functional and the def2-TZVPD basis).

## Properties
E_HOMO (alpha / beta), eV: -16.346 / -16.347
Electronic energy, a.u.: -3343.33073
Net charge: +3

Structure (XYZ):
```
66
Properties=species:S:1:pos:R:3:forces:R:3
Pb 0.127 -2.418 -0.643 -0.27 -0.06 -0.04
Cl -2.648 -2.641 0.063 0.00 0.00 0.00
C -2.666 -3.891 1.287 -0.15 0.04 -0.10
C -3.831 -4.583 1.435 0.04 0.05 -0.07
C -3.930 -5.546 2.456 0.04 -0.02 0.05
C -2.875 -5.788 3.313 0.03 0.01 -0.02
C -1.690 -5.085 3.160 0.01 -0.09 0.13
Cl -0.405 -5.414 4.221 -0.04 0.01 -0.02
C -1.531 -4.106 2.119 0.33 0.15 0.02
S -0.055 -3.276 1.986 -0.27 -0.10 -0.08
H -4.673 -4.391 0.784 0.01 0.01 0.00
H -4.854 -6.097 2.571 0.00 0.00 0.00
H -2.955 -6.524 4.100 0.00 0.00 0.00
C 5.727 -1.957 -1.885 0.03 0.00 -0.06
C 5.417 -1.233 -0.580 -0.18 -0.04 0.11
C 4.764 0.121 -0.807 0.06 0.00 -0.09
C 6.657 -1.127 0.314 0.08 0.05 -0.05
N 4.468 -2.118 0.172 0.12 -0.05 0.06
N 3.383 -1.710 0.813 0.28 0.06 0.09
H 6.486 -1.397 -2.429 0.00 0.01 0.01
H 4.844 -2.037 -2.519 0.00 0.00 0.01
H 6.131 -2.955 -1.704 -0.01 0.00 0.00
H 5.423 0.707 -1.447 0.01 0.00 0.02
H 4.647 0.691 0.117 -0.03 0.00 0.01
H 3.806 0.036 -1.327 0.00 0.00 0.02
H 7.403 -0.523 -0.203 -0.02 0.00 -0.01
H 7.103 -2.104 0.502 -0.01 0.00 0.01
H 6.428 -0.641 1.263 -0.01 -0.03 0.01
H 4.745 -3.081 0.344 0.00 0.04 0.00
H 3.250 -0.702 0.803 -0.07 0.00 -0.03
H 3.204 -2.166 1.703 -0.05 -0.05 -0.04
S 0.631 0.017 -0.052 -0.02 0.12 0.21
Sb -1.100 1.646 -0.344 0.00 -0.03 0.17
C -2.958 0.816 0.128 -0.05 -0.06 -0.12
C -3.809 0.500 -0.931 0.08 0.11 -0.13
C -5.071 -0.014 -0.672 -0.02 0.01 0.07
C -5.481 -0.204 0.641 0.00 0.00 0.00
C -4.629 0.104 1.697 -0.02 -0.03 -0.02
C -3.363 0.609 1.445 0.13 -0.05 0.10
C -0.603 3.261 0.878 0.13 0.13 -0.09
C -1.416 3.679 1.927 -0.18 -0.14 -0.01
C -1.058 4.803 2.656 0.06 0.05 -0.01
C 0.097 5.503 2.336 -0.01 0.00 0.01
C 0.901 5.092 1.280 -0.05 0.01 0.05
C 0.550 3.973 0.545 0.09 -0.14 -0.16
C -0.999 2.109 -2.372 -0.08 0.06 -0.05
C -0.130 1.433 -3.219 -0.01 -0.02 -0.01
C -0.098 1.771 -4.564 -0.01 0.01 -0.01
C -0.927 2.774 -5.048 0.01 0.00 -0.02
C -1.790 3.450 -4.196 0.01 -0.01 -0.02
C -1.830 3.122 -2.850 -0.03 0.02 0.10
H -3.508 0.684 -1.958 0.00 -0.02 0.01
H -5.740 -0.240 -1.491 0.00 0.00 0.00
H -6.475 -0.581 0.845 0.00 0.01 0.00
H -4.959 -0.033 2.718 0.00 -0.01 0.00
H -2.705 0.826 2.278 0.01 0.05 -0.01
H -2.336 3.165 2.172 -0.01 -0.04 0.00
H -1.690 5.140 3.466 0.00 -0.01 0.00
H 0.367 6.383 2.905 0.00 0.00 0.00
H 1.790 5.651 1.023 0.00 -0.01 -0.01
H 1.169 3.670 -0.293 0.00 0.01 0.01
H 0.525 0.661 -2.833 0.02 0.01 -0.02
H 0.576 1.257 -5.235 0.00 0.00 0.00
H -0.898 3.034 -6.098 0.00 0.00 0.00
H -2.428 4.235 -4.578 0.00 0.00 0.01
H -2.502 3.660 -2.190 0.00 0.00 0.00
```
Positions in Å, forces in eV/Å.

Atomic partial charges in e from the Mulliken method, atoms 1 to 2: Pb 0.6392; Cl -0.1065